Entry 1:
C3H11N4O | the ωB97M-V functional and the def2-TZVPD basis

Last columns: bonded neighbours and bond lengths (Å).
CARTESIAN COORDINATES (ANGSTROEM)
1 C -1.247 -1.781 1.486  N2 1.350, O4 1.256, H5 1.118
2 N -0.667 -2.770 0.773  C1 1.350, C3 1.455, H6 1.006
3 C 0.655 -2.630 0.182  N2 1.455, H7 1.119, H8 1.119, H9 1.108
4 O -0.617 -0.756 1.847  C1 1.256
5 H -2.335 -1.952 1.681  C1 1.118
6 H -1.263 -3.559 0.585  N2 1.006
7 H 0.860 -1.583 -0.156  C3 1.119
8 H 0.691 -3.334 -0.687  C3 1.119
9 H 1.455 -2.921 0.890  C3 1.108
10 N 1.228 2.465 0.201  C11 1.349, H14 1.003, H15 0.992
11 C 0.238 2.136 -0.654  N10 1.349, N12 1.367, N13 1.358
12 N 0.172 2.776 -1.861  C11 1.367, H16 1.015, H17 1.008
13 N -0.661 1.158 -0.371  C11 1.358, H18 0.973, H19 1.052
14 H 1.700 3.349 0.149  N10 1.003
15 H 1.181 2.110 1.126  N10 0.992
16 H -0.380 2.295 -2.563  N12 1.015
17 H 1.018 3.177 -2.234  N12 1.008
18 H -1.432 1.129 -0.962  N13 0.973
19 H -0.594 0.692 0.569  N13 1.052

Computed properties:
Total charge ... +1
Kohn-Sham gap ... 0.3792 hartree
E_HOMO ... -0.4878 hartree
Energy relative to the best compared isomer or geometry (same formula, charge and spin) ... 14.9 kcal per mole



Entry 2:
CH3FOS | the ωB97M-V functional and the def2-TZVPD basis

Last columns: bonded neighbours and bond lengths (Å).
CARTESIAN COORDINATES (ANGSTROEM)
1 C 0.618 -1.544 -0.245  F3 1.354, H5 1.067, H6 1.120
2 O 0.911 0.773 -1.532  S4 1.479
3 F 0.066 -2.712 -0.651  C1 1.354
4 S 0.547 2.126 -1.056  O2 1.479, H7 1.410
5 H 1.463 -1.773 0.364  C1 1.067
6 H -0.108 -0.719 -0.026  C1 1.120
7 H -0.838 2.148 -1.319  S4 1.410

Computed properties:
Total charge ... 0
Kohn-Sham gap (alpha / beta) ... 0.2583 / 0.3692 hartree
E_HOMO (alpha / beta) ... -0.3083 / -0.3507 hartree
Energy relative to the best compared isomer or geometry (same formula, charge and spin) ... 87.1 kcal per mole



Entry 3:
C5H10O | the ωB97M-V functional and the def2-TZVPD basis

Last columns: bonded neighbours and bond lengths (Å).
CARTESIAN COORDINATES (ANGSTROEM)
1 C -0.934 -0.143 1.405  C2 1.520, H7 1.095, H8 1.096, H9 1.095
2 C 0.230 -0.173 0.427  C1 1.520, C3 1.555, C5 1.530, H10 1.098
3 C 0.550 -1.490 -0.336  C2 1.555, C4 1.551, H11 1.092, H12 1.094
4 C 0.548 -0.735 -1.690  C3 1.551, C5 1.527, H13 1.095, H14 1.094
5 C -0.001 0.476 -0.939  C2 1.530, C4 1.527, O6 1.204
6 O -0.519 1.506 -1.286  C5 1.204
7 H -1.121 0.879 1.750  C1 1.095
8 H -1.850 -0.511 0.931  C1 1.096
9 H -0.727 -0.771 2.278  C1 1.095
10 H 1.133 0.251 0.888  C2 1.098
11 H 1.488 -1.980 -0.065  C3 1.092
12 H -0.263 -2.218 -0.258  C3 1.094
13 H 1.547 -0.544 -2.098  C4 1.095
14 H -0.090 -1.119 -2.491  C4 1.094
15 H 0.130 3.495 1.025  H16 0.746
16 H -0.122 3.076 0.461  H15 0.746

Computed properties:
Total charge ... 0
Kohn-Sham gap ... 0.3842 hartree
E_HOMO ... -0.3485 hartree
Energy relative to the best compared isomer or geometry (same formula, charge and spin) ... 38.5 kcal per mole



Entry 4:
CHF3O2S | the ωB97M-V functional and the def2-TZVPD basis

Last columns: bonded neighbours and bond lengths (Å).
CARTESIAN COORDINATES (ANGSTROEM)
1 O -0.620 0.072 0.585  C2 1.312, H6 0.981
2 C -1.091 0.579 -0.529  O1 1.312, F3 1.347, F4 1.351, F5 1.331
3 F -0.649 -0.053 -1.634  C2 1.347
4 F -0.770 1.878 -0.717  C2 1.351
5 F -2.420 0.513 -0.550  C2 1.331
6 H 0.335 -0.151 0.553  O1 0.981
7 O 2.061 -0.996 0.883  S8 1.479
8 S 3.154 -1.842 1.409  O7 1.479

Computed properties:
Total charge ... 0
Kohn-Sham gap (alpha / beta) ... 0.2875 / 0.2875 hartree
E_HOMO (alpha / beta) ... -0.3736 / -0.3736 hartree
Energy relative to the best compared isomer or geometry (same formula, charge and spin) ... 19.4 kcal per mole



Copy entry 3 word for word.
C5H10O | the ωB97M-V functional and the def2-TZVPD basis

Last columns: bonded neighbours and bond lengths (Å).
CARTESIAN COORDINATES (ANGSTROEM)
1 C -0.934 -0.143 1.405  C2 1.520, H7 1.095, H8 1.096, H9 1.095
2 C 0.230 -0.173 0.427  C1 1.520, C3 1.555, C5 1.530, H10 1.098
3 C 0.550 -1.490 -0.336  C2 1.555, C4 1.551, H11 1.092, H12 1.094
4 C 0.548 -0.735 -1.690  C3 1.551, C5 1.527, H13 1.095, H14 1.094
5 C -0.001 0.476 -0.939  C2 1.530, C4 1.527, O6 1.204
6 O -0.519 1.506 -1.286  C5 1.204
7 H -1.121 0.879 1.750  C1 1.095
8 H -1.850 -0.511 0.931  C1 1.096
9 H -0.727 -0.771 2.278  C1 1.095
10 H 1.133 0.251 0.888  C2 1.098
11 H 1.488 -1.980 -0.065  C3 1.092
12 H -0.263 -2.218 -0.258  C3 1.094
13 H 1.547 -0.544 -2.098  C4 1.095
14 H -0.090 -1.119 -2.491  C4 1.094
15 H 0.130 3.495 1.025  H16 0.746
16 H -0.122 3.076 0.461  H15 0.746

Computed properties:
Total charge ... 0
Kohn-Sham gap ... 0.3842 hartree
E_HOMO ... -0.3485 hartree
Energy relative to the best compared isomer or geometry (same formula, charge and spin) ... 38.5 kcal per mole



Number 1 is which compound? C3H11N4O